C56H69I2N2O32PS | the ωB97M-V functional and the def2-TZVPD basis

Geometry (Å):
1 C 11.699 -5.303 0.441
2 C 10.641 -4.219 -0.010
3 C 9.377 -4.324 0.904
4 O 8.134 -4.232 0.212
5 C 7.822 -2.880 -0.150
6 C 6.594 -2.306 0.590
7 C 6.833 -1.831 1.936
8 C 5.761 -1.268 2.662
9 C 4.459 -1.160 2.075
10 C 4.168 -1.608 0.753
11 C 5.281 -2.204 0.021
12 C 5.055 -2.748 -1.419
13 O 4.161 -3.868 -1.291
14 C 4.655 -5.044 -1.923
15 C 5.637 -5.882 -1.035
16 O 5.105 -7.187 -0.803
17 C 5.638 -7.809 0.361
18 C 4.445 -8.591 1.054
19 N 2.901 -1.512 0.046
20 C 2.884 -0.353 -0.857
21 I 3.466 1.555 0.007
22 C 2.527 -0.401 -2.157
23 C 2.478 0.855 -3.051
24 I 1.984 -2.267 -3.090
25 C 1.732 -1.372 0.897
26 C 0.464 -1.699 0.291
27 C -0.764 -1.566 1.010
28 C -2.065 -1.882 0.291
29 C -3.014 -0.798 0.149
30 C -4.228 -1.072 -0.569
31 C -4.395 -2.405 -1.091
32 N -3.542 -3.438 -0.951
33 C -2.414 -3.139 -0.277
34 C -0.814 -1.137 2.389
35 P -2.355 -0.939 3.406
36 O -1.829 -0.932 5.013
37 O -3.431 -2.179 3.142
38 C 0.457 -0.813 2.982
39 C 1.680 -0.911 2.244
40 S 3.185 -0.421 3.106
41 H 12.372 -5.620 -0.398
42 H 11.222 -6.227 0.836
43 H 12.346 -4.909 1.262
44 H 10.440 -4.372 -1.090
45 H 11.174 -3.245 0.088
46 H 9.385 -5.308 1.419
47 H 9.482 -3.556 1.714
48 H 8.693 -2.252 0.169
49 H 7.777 -2.746 -1.256
50 H 7.853 -1.933 2.347
51 H 5.956 -0.943 3.698
52 H 4.651 -1.936 -2.058
53 H 5.990 -3.122 -1.876
54 H 3.776 -5.709 -2.104
55 H 5.090 -4.800 -2.918
56 H 6.568 -6.018 -1.651
57 H 5.962 -5.348 -0.118
58 H 6.405 -8.588 0.124
59 H 6.033 -7.099 1.116
60 H 3.555 -8.638 0.392
61 H 4.175 -8.055 1.988
62 H 4.754 -9.615 1.366
63 H 1.989 1.677 -2.476
64 H 1.815 0.676 -3.926
65 H 3.480 1.207 -3.372
66 H 0.368 -2.064 -0.744
67 H -2.799 0.195 0.583
68 H -4.968 -0.264 -0.684
69 H -5.330 -2.612 -1.678
70 H -1.676 -3.961 -0.153
71 H -1.246 -1.713 5.110
72 H -3.279 -2.949 3.725
73 H 0.446 -0.477 4.036
74 O -6.794 1.931 -1.775
75 C -6.172 2.665 -1.073
76 O -6.704 3.721 -0.415
77 C -5.712 4.203 0.493
78 C -4.433 3.726 -0.131
79 O -4.840 2.543 -0.829
80 H -5.756 5.287 0.578
81 H -5.890 3.761 1.475
82 H -4.029 4.440 -0.852
83 H -3.666 3.497 0.607
84 O -3.946 7.374 1.748
85 C -4.963 7.704 2.287
86 O -5.802 8.652 1.816
87 C -7.004 8.593 2.605
88 C -6.524 7.972 3.883
89 O -5.419 7.172 3.449
90 H -7.422 9.589 2.753
91 H -7.747 7.963 2.086
92 H -6.165 8.706 4.597
93 H -7.287 7.358 4.360
94 O -9.200 7.179 1.853
95 C -9.564 6.795 0.778
96 O -9.875 5.509 0.496
97 C -10.474 5.488 -0.802
98 C -9.929 6.739 -1.436
99 O -9.712 7.591 -0.304
100 H -10.194 4.587 -1.345
101 H -11.561 5.511 -0.689
102 H -8.982 6.573 -1.938
103 H -10.625 7.192 -2.134
104 O -8.486 -3.759 -3.107
105 C -8.407 -2.579 -3.219
106 O -7.243 -1.875 -3.177
107 C -7.533 -0.542 -3.568
108 C -8.997 -0.410 -3.254
109 O -9.471 -1.749 -3.404
110 H -6.921 0.156 -3.009
111 H -7.322 -0.429 -4.635
112 H -9.178 -0.084 -2.227
113 H -9.511 0.267 -3.935
114 O 12.843 -2.482 -1.942
115 C 13.156 -3.369 -2.668
116 O 12.889 -4.685 -2.435
117 C 13.212 -5.401 -3.627
118 C 14.212 -4.497 -4.298
119 O 13.826 -3.204 -3.838
120 H 13.624 -6.380 -3.391
121 H 12.301 -5.531 -4.217
122 H 15.237 -4.695 -3.977
123 H 14.165 -4.552 -5.385
124 O -8.962 7.929 -3.535
125 C -8.871 9.114 -3.627
126 O -7.706 9.801 -3.548
127 C -7.976 11.150 -3.928
128 C -9.449 11.283 -3.645
129 O -9.923 9.948 -3.821
130 H -7.372 11.845 -3.349
131 H -7.740 11.272 -4.988
132 H -9.652 11.597 -2.619
133 H -9.949 11.966 -4.329
134 O 0.553 -10.215 -4.850
135 C 1.154 -9.422 -4.201
136 O 0.596 -8.334 -3.603
137 C 1.581 -7.768 -2.742
138 C 2.873 -8.250 -3.348
139 O 2.491 -9.481 -3.958
140 H 1.504 -6.682 -2.726
141 H 1.427 -8.149 -1.729
142 H 3.251 -7.574 -4.120
143 H 3.653 -8.408 -2.604
144 O -1.317 -4.583 5.423
145 C -0.141 -4.444 5.292
146 O 0.726 -5.446 5.011
147 C 1.987 -4.849 4.708
148 C 1.904 -3.522 5.413
149 O 0.501 -3.250 5.407
150 H 2.806 -5.468 5.071
151 H 2.076 -4.743 3.624
152 H 2.249 -3.573 6.448
153 H 2.455 -2.737 4.894
154 O -7.030 11.349 4.933
155 C -5.853 11.483 4.824
156 O -4.988 10.467 4.560
157 C -3.716 11.050 4.278
158 C -3.800 12.380 4.980
159 O -5.198 12.665 4.948
160 H -2.910 10.424 4.657
161 H -3.607 11.151 3.196
162 H -3.474 12.326 6.021
163 H -3.233 13.158 4.472

E, a.u.: -6027.39797
LUMO, eV: -0.27
Kohn-Sham gap, eV: 7.55
Net charge: 0

C3H10S2 | the ωB97M-V functional and the def2-TZVPD basis

Geometry (Å):
1 C -0.042 -2.490 0.542
2 C -0.625 -1.177 1.067
3 S -2.176 -0.775 0.182
4 H 0.397 -2.334 -0.435
5 H 0.645 -2.948 1.248
6 H -0.899 -3.151 0.381
7 H 0.061 -0.332 1.011
8 H -0.917 -1.236 2.114
9 H -1.908 0.422 -0.357
10 C 0.963 1.849 -0.900
11 S 1.086 3.594 -0.442
12 H 0.084 1.663 -1.507
13 H 0.741 1.303 0.014
14 H 1.899 1.490 -1.313
15 H 0.692 4.123 -1.607

ΔE to the lowest compared entry with this formula, charge and spin, kcal/mol: 12.08
E, a.u.: -916.64470
LUMO, eV: 0.77
Kohn-Sham gap, eV: 9.90
Net charge: 0

C25H31NO6 | the ωB97M-V functional and the def2-TZVPD basis

Geometry (Å):
1 C 1.877 5.858 -1.981
2 C 2.085 4.476 -1.433
3 O 1.562 4.031 -0.443
4 O 2.947 3.781 -2.186
5 C 3.082 2.409 -1.862
6 C 1.810 1.649 -2.193
7 O 0.905 2.146 -2.810
8 C 1.791 0.216 -1.702
9 N 3.125 -0.344 -1.787
10 C 3.084 -1.339 -2.571
11 C 4.239 -2.200 -2.926
12 O 1.895 -1.642 -3.130
13 C 0.937 -0.727 -2.604
14 C -0.063 -1.436 -1.691
15 C 0.535 -1.305 -0.286
16 C -0.445 -1.550 0.870
17 C -1.067 -2.938 0.730
18 C -1.915 -3.249 1.960
19 C -2.990 -2.213 2.046
20 C -4.279 -2.562 1.990
21 C -5.389 -1.609 2.001
22 O -6.557 -1.961 1.978
23 C -4.974 -0.206 2.028
24 C -3.697 0.162 2.085
25 C -2.532 -0.782 2.160
26 C -1.906 -0.576 3.555
27 C -1.518 -0.456 1.012
28 C -0.780 0.889 1.168
29 O -1.682 1.965 1.322
30 C 0.088 1.146 -0.067
31 C 1.179 0.094 -0.264
32 C 2.260 0.217 0.807
33 H 1.516 6.518 -1.198
34 H 1.125 5.798 -2.766
35 H 2.799 6.232 -2.415
36 H 3.900 2.014 -2.467
37 H 3.324 2.272 -0.804
38 H 4.393 -2.941 -2.144
39 H 4.034 -2.714 -3.861
40 H 5.139 -1.599 -3.011
41 H 0.461 -0.210 -3.441
42 H -1.033 -0.948 -1.757
43 H -0.172 -2.473 -2.001
44 H 1.340 -2.045 -0.192
45 H 0.150 -1.550 1.791
46 H -1.702 -2.976 -0.156
47 H -0.280 -3.687 0.620
48 H -2.355 -4.244 1.879
49 H -1.287 -3.228 2.853
50 H -4.563 -3.604 1.925
51 H -5.767 0.528 2.003
52 H -3.436 1.208 2.103
53 H -2.595 -0.938 4.316
54 H -0.966 -1.112 3.655
55 H -1.730 0.481 3.730
56 H -2.114 -0.406 0.095
57 H -0.134 0.840 2.059
58 H -1.217 2.780 1.096
59 H 0.548 2.132 0.034
60 H -0.567 1.183 -0.941
61 H 3.156 -0.315 0.496
62 H 1.913 -0.202 1.747
63 H 2.514 1.260 0.978

ΔE to the lowest compared entry with this formula, charge and spin, kcal/mol: 0.00
E, a.u.: -1477.48076
LUMO, eV: 0.49
Kohn-Sham gap, eV: 9.65
Net charge: 0

C3H9NO | the ωB97M-V functional and the def2-TZVPD basis

Geometry (Å):
1 C 1.298 -1.883 -0.344
2 C 1.218 -1.285 0.854
3 O 0.262 -0.535 1.457
4 H 1.719 -2.854 -0.528
5 H 0.754 -1.456 -1.176
6 H 1.945 -1.577 1.606
7 H -0.464 -0.367 0.785
8 C -0.819 1.817 -0.005
9 N -1.033 0.568 -0.708
10 H 0.226 1.871 0.301
11 H -1.429 1.943 0.902
12 H -1.124 2.721 -0.565
13 H -2.008 0.494 -0.982
14 H -0.545 0.542 -1.596

ΔE to the lowest compared entry with this formula, charge and spin, kcal/mol: 47.07
E, a.u.: -249.63868
LUMO, eV: 0.89
Kohn-Sham gap, eV: 9.21
Net charge: 0

C6H39NO14 | the ωB97M-V functional and the def2-TZVPD basis

Geometry (Å):
1 O 0.960 0.743 1.120
2 C 0.332 1.370 0.269
3 N -0.566 0.762 -0.524
4 C -0.520 -0.710 -0.542
5 C -1.720 -1.311 -1.234
6 C 0.473 2.883 0.210
7 C -2.104 3.068 0.651
8 C -0.812 3.702 0.048
9 H -0.898 1.135 -1.415
10 H -0.341 -1.100 0.451
11 H 0.394 -0.984 -1.081
12 H -2.630 -0.718 -1.221
13 H -1.979 -2.204 -0.677
14 H -1.632 -1.685 -2.256
15 H 1.149 3.101 -0.622
16 H 1.054 3.240 1.052
17 H -1.795 2.590 1.593
18 H -2.407 2.227 0.051
19 H -2.832 3.861 0.776
20 H -0.742 4.714 0.418
21 H -1.118 3.751 -0.998
22 H -0.523 -2.136 3.018
23 H 0.014 -1.785 4.251
24 O 0.382 -2.016 3.381
25 H -0.052 0.102 3.524
26 H -0.210 1.657 3.599
27 O -0.656 0.837 3.380
28 H 2.113 -1.445 0.913
29 H 3.301 -1.993 1.815
30 O 2.751 -2.154 1.046
31 H 2.114 -2.853 -2.979
32 H 1.109 -3.962 -2.704
33 O 1.193 -3.107 -3.137
34 H 3.400 0.911 1.113
35 H 2.674 0.653 2.332
36 O 3.547 0.476 1.963
37 H 1.560 0.219 -4.060
38 H 0.704 -0.565 -3.058
39 O 0.703 -0.204 -3.949
40 H 3.263 -3.783 -1.372
41 H 3.454 -2.604 -0.475
42 O 3.778 -2.970 -1.334
43 H 3.601 0.511 -2.006
44 H 3.570 -0.909 -1.807
45 O 3.197 -0.266 -2.422
46 H -3.245 1.472 2.019
47 H -4.429 0.531 2.173
48 O -3.730 0.959 2.679
49 H -2.326 -0.484 2.599
50 H -3.063 -1.812 2.798
51 O -2.198 -1.455 2.582
52 H -2.594 2.296 -2.621
53 H -3.641 1.270 -2.129
54 O -3.392 2.195 -2.083
55 H -0.482 1.018 -3.593
56 H 0.160 2.412 -3.375
57 O -0.599 1.885 -3.118
58 H 0.312 -3.615 1.008
59 H 1.187 -3.581 2.316
60 O 0.789 -4.142 1.646

ΔE to the lowest compared entry with this formula, charge and spin, kcal/mol: 60.77
E, a.u.: -1360.12772
LUMO, eV: 0.01
Kohn-Sham gap, eV: 9.86
Net charge: 0

C2H10NO2 | the ωB97M-V functional and the def2-TZVPD basis

Geometry (Å):
1 C 1.807 -0.367 -0.719
2 C 1.081 0.772 1.260
3 N 0.777 0.289 0.040
4 H 1.713 -1.510 -0.704
5 H 1.739 -0.325 -1.905
6 H 2.767 -0.093 -0.389
7 H 2.095 0.637 1.826
8 H 0.357 1.642 1.530
9 H -0.227 0.336 -0.299
10 H -2.841 -0.404 1.632
11 H -2.720 1.025 2.221
12 O -2.377 0.397 1.569
13 H -1.604 -1.531 -2.299
14 H -1.392 0.011 -2.046
15 O -1.173 -0.877 -1.717

ΔE to the lowest compared entry with this formula, charge and spin, kcal/mol: 45.86
E, a.u.: -287.12325
LUMO, eV: -5.31
Kohn-Sham gap, eV: 9.91
Net charge: +1

C21H37N3O5S2Sb | the ωB97M-V functional and the def2-TZVPD basis

Geometry (Å):
1 C -1.471 -5.428 1.844
2 C -1.081 -4.170 2.623
3 C -0.225 -3.178 1.843
4 Sb -1.323 -1.476 0.963
5 C -2.297 -2.643 -0.686
6 C -1.464 -3.031 -1.906
7 C -0.386 -4.052 -1.530
8 C 0.331 -4.654 -2.719
9 S 1.711 -5.770 -2.282
10 C 2.583 -4.692 -1.214
11 N 3.642 -3.992 -1.465
12 N 3.919 -3.304 -0.277
13 C 3.001 -3.641 0.554
14 O 2.118 -4.525 0.044
15 C 0.419 -0.736 -0.164
16 C 0.222 0.690 -0.652
17 C 1.476 1.407 -1.169
18 C 2.243 0.554 -2.180
19 C 1.096 2.754 -1.773
20 C -0.652 -0.238 2.866
21 S 0.958 0.285 3.116
22 O 1.240 1.465 2.317
23 O 1.864 -0.849 3.126
24 H -1.689 -5.190 0.800
25 H -2.359 -5.914 2.260
26 H -0.663 -6.165 1.855
27 H -1.995 -3.670 2.973
28 H -0.545 -4.487 3.527
29 H 0.512 -2.703 2.494
30 H 0.336 -3.688 1.053
31 H -2.190 -0.009 0.487
32 H -2.707 -1.888 2.015
33 H -2.716 -3.550 -0.235
34 H -3.151 -2.030 -0.998
35 H -0.982 -2.132 -2.320
36 H -2.084 -3.434 -2.720
37 H 0.352 -3.562 -0.906
38 H -0.811 -4.848 -0.906
39 H 0.728 -3.879 -3.378
40 H -0.322 -5.308 -3.306
41 H 2.843 -3.284 1.561
42 H 0.608 -1.391 -1.007
43 H 1.308 -0.785 0.481
44 H -0.535 0.713 -1.453
45 H -0.188 1.293 0.169
46 H 2.118 1.597 -0.301
47 H 2.824 -0.240 -1.713
48 H 1.549 0.074 -2.883
49 H 2.931 1.171 -2.766
50 H 0.467 3.323 -1.082
51 H 0.523 2.612 -2.697
52 H 1.979 3.355 -2.011
53 H -0.900 -0.887 3.713
54 H -1.268 0.665 2.901
55 H 0.957 0.722 4.404
56 C -1.294 8.172 1.568
57 C -0.549 8.849 0.610
58 C -0.272 8.248 -0.608
59 C -0.759 6.975 -0.834
60 C -1.500 6.278 0.101
61 C -1.765 6.891 1.315
62 N -0.465 6.319 -2.127
63 O 0.243 6.918 -2.915
64 O -0.944 5.223 -2.308
65 H -1.503 8.645 2.519
66 H -0.178 9.844 0.811
67 H 0.310 8.743 -1.370
68 H -1.842 5.278 -0.120
69 H -2.335 6.360 2.065

E, a.u.: -2399.24203
LUMO, eV: 1.28
Kohn-Sham gap, eV: 5.60
Net charge: -1

H6NPSi | the ωB97M-V functional and the def2-TZVPD basis

Geometry (Å):
1 N 1.659 -0.496 -0.672
2 Si -0.741 -0.152 0.974
3 P -0.003 -0.757 -1.022
4 H 2.248 -0.111 -1.429
5 H 2.092 -1.402 -0.542
6 H 0.619 -0.496 2.271
7 H -0.667 1.326 1.104
8 H -2.128 -0.509 1.585
9 H -0.376 0.496 -1.346

E, a.u.: -688.96038
Spin multiplicity: 3
LUMO (alpha / beta), eV: 0.94 / -2.90
⟨S²⟩: 2.008
Kohn-Sham gap (alpha / beta), eV: 5.64 / 6.86
Net charge: 0

C9H8OS2 | the ωB97M-V functional and the def2-TZVPD basis

Geometry (Å):
1 S -3.486 0.346 -1.248
2 C -2.410 -0.016 0.056
3 S -3.231 0.411 1.697
4 C -1.886 -1.431 0.013
5 C -0.584 -1.638 0.048
6 C 0.417 -0.556 0.120
7 C 1.766 -0.826 0.284
8 C 2.673 0.200 0.335
9 C 2.203 1.495 0.031
10 C 0.886 1.860 -0.102
11 C 0.050 0.792 -0.089
12 O -1.304 1.121 -0.091
13 H -3.843 1.639 -0.954
14 H -3.625 -0.961 1.859
15 H -2.605 -2.332 0.137
16 H -0.260 -2.717 0.195
17 H 2.188 -1.837 0.561
18 H 3.685 -0.067 0.520
19 H 2.999 2.316 -0.029
20 H 0.432 2.804 -0.070

ΔE to the lowest compared entry with this formula, charge and spin, kcal/mol: 37.36
E, a.u.: -1219.29041
LUMO, eV: 0.38
Kohn-Sham gap, eV: 8.64
Net charge: 0

C21H24IrP | the ωB97M-V functional and the def2-TZVPD basis

Geometry (Å):
1 Ir 0.642 -0.838 0.347
2 C 2.646 -1.082 1.451
3 C 2.812 -1.188 0.045
4 C 2.141 -2.219 -0.684
5 C 1.211 -3.048 -0.040
6 C 0.989 -2.886 1.350
7 C 1.743 -1.945 2.096
8 H 3.193 -0.334 2.008
9 H 3.499 -0.530 -0.466
10 H 2.315 -2.329 -1.745
11 H 0.661 -3.779 -0.616
12 H 0.236 -3.488 1.840
13 H 1.571 -1.847 3.157
14 C -0.437 0.754 1.250
15 C -1.042 -0.406 1.842
16 C -0.913 -0.881 3.178
17 C -1.523 -2.047 3.531
18 C -2.249 -2.815 2.578
19 C -2.379 -2.396 1.286
20 C -1.792 -1.165 0.900
21 H 0.044 1.580 1.761
22 H -1.085 1.152 0.480
23 H -0.366 -0.291 3.902
24 H -1.470 -2.395 4.554
25 H -2.731 -3.730 2.898
26 H -2.972 -2.960 0.580
27 H -1.992 -0.751 -0.079
28 C -0.693 -0.360 -2.749
29 P 0.402 0.493 -1.585
30 C 1.962 0.680 -2.486
31 C -0.227 2.170 -1.415
32 C 0.639 3.180 -0.996
33 C 0.167 4.474 -0.840
34 C -1.168 4.761 -1.094
35 C -2.033 3.759 -1.509
36 C -1.567 2.462 -1.668
37 H -1.668 -0.552 -2.304
38 H -0.244 -1.315 -3.021
39 H -0.827 0.244 -3.648
40 H 1.785 1.330 -3.344
41 H 2.316 -0.285 -2.849
42 H 2.729 1.138 -1.864
43 H 1.684 2.972 -0.800
44 H 0.842 5.259 -0.529
45 H -1.532 5.773 -0.976
46 H -3.069 3.987 -1.718
47 H -2.252 1.695 -2.009

ΔE to the lowest compared entry with this formula, charge and spin, kcal/mol: 0.47
E, a.u.: -1259.74270
LUMO, eV: -7.68
Kohn-Sham gap, eV: 7.55
Net charge: +2